# 1
# C5H10O4

2 unconnected molecules or ions with the total composition C5H10O4 (the ωB97M-V functional and the def2-TZVPD basis, the OMol25 dataset).

```
19
Properties=species:S:1:pos:R:3:forces:R:3
C 1.6650 0.8256 0.0508 -0.04 0.20 0.33
C -1.9974 1.2771 0.2927 -0.15 -0.12 -0.30
C -0.7289 0.6159 0.7222 2.11 1.03 -1.02
C -0.4843 0.0715 1.9034 0.06 -0.22 -0.35
O 0.2993 0.7703 -0.3179 -1.92 0.29 1.60
H 1.8152 1.5459 0.8601 0.01 0.00 -0.07
H 2.0366 -0.1398 0.3694 0.10 -0.32 0.09
H 2.2157 1.1413 -0.8373 -0.14 -0.02 0.09
H -2.0088 1.4463 -0.7839 0.10 -0.10 0.02
H -2.8661 0.6726 0.5501 0.00 0.00 0.08
H -2.1095 2.2509 0.7666 0.07 0.04 0.06
H 0.4517 -0.3981 2.1497 0.23 0.06 0.00
H -1.2648 0.0223 2.6420 -0.20 0.01 0.06
C -0.1186 -1.2439 -1.3091 -1.53 -1.21 -0.26
O 0.6500 -2.0202 -0.5204 -0.14 0.14 0.26
O 1.7660 -2.5463 -1.2085 0.39 0.15 -0.42
O 0.0841 -1.0640 -2.4790 0.32 0.13 0.17
H 1.6715 -2.1460 -2.1044 -0.14 -0.07 0.21
H -1.0767 -1.0814 -0.7465 0.88 0.02 -0.57
```
Forces are in eV/Å.

Output
- Spin multiplicity: 1
- Energy above the lowest of the compared OMol25 structures with the same formula, charge and spin: 471.9 kJ/mol
- Structure (SMILES): C=C(C)OC.O=COO
- E_LUMO: 0.0309 Eh
- Molecular weight: 134.13 g/mol
- Total energy: -497.32863 Ha

***

# 2
# C21H18BrN3O3V

A molecular structure, C21H18BrN3O3V (the ωB97M-V functional and the def2-TZVPD basis, the OMol25 dataset).

```
47
Properties=species:S:1:pos:R:3:forces:R:3
V -1.0947 -0.2235 -0.2210 0.49 0.45 0.09
O 2.9419 0.3125 -1.9572 0.31 0.15 0.25
C 2.1236 1.1644 -2.1707 -1.30 -0.48 -0.76
C 2.1044 2.5495 -1.5560 0.13 -0.59 -0.38
C 1.6392 3.5755 -2.4997 0.19 0.11 -0.55
C 0.8300 3.3138 -3.5083 -1.07 -0.72 -0.16
C 0.3311 1.9449 -3.6584 -0.68 0.04 -0.74
C 0.8928 0.9153 -3.0363 0.94 -0.32 0.91
C 0.3466 -0.4620 -3.1453 -0.08 0.54 0.24
N -0.4003 -0.9237 -2.2275 0.68 0.52 -0.39
C -0.8609 -2.2675 -2.4251 -0.95 -1.05 -0.10
C -0.5203 -3.0348 -1.1679 1.10 0.11 0.30
N -1.0376 -2.2593 -0.0304 -0.31 -0.57 0.63
C -1.4317 -2.9344 1.0239 0.64 -0.08 -0.84
C -1.8821 -2.3925 2.2642 0.04 -0.79 0.42
C -2.1403 -3.2972 3.3419 0.29 -1.02 -0.54
C -2.4693 -2.9361 4.6178 0.30 0.85 -0.36
C -2.5535 -1.5544 4.8551 -0.09 0.28 -1.04
C -2.4051 -0.6584 3.8192 0.33 0.22 -0.19
C -2.0143 -1.0157 2.5052 -0.11 0.67 -0.39
O -1.8156 -0.0854 1.5823 0.00 -0.81 0.70
H 3.0892 2.7927 -1.1875 0.33 -0.05 0.03
H 2.0094 4.5483 -2.3736 0.35 1.30 0.38
H 0.4028 4.0864 -4.1319 0.28 0.04 -0.11
H -0.5318 1.7069 -4.2951 0.32 0.51 0.15
H 0.5452 -1.0486 -4.0501 0.07 0.07 0.21
H -0.3971 -2.7336 -3.3087 -0.33 0.09 0.20
H -1.9627 -2.2306 -2.5173 0.41 -0.07 -0.19
H 0.5953 -3.1114 -1.1124 -0.67 0.23 0.17
H -0.8683 -4.0652 -1.1636 -0.36 0.00 -0.11
H -1.3191 -4.0322 0.9014 -0.35 0.53 0.53
H -2.0059 -4.3556 3.1138 -0.12 0.15 0.04
H -2.6216 -3.6186 5.4326 0.02 -0.39 -0.06
H -2.7514 -1.1563 5.8257 -0.23 0.05 0.54
H -2.5347 0.3916 3.9705 -0.03 0.51 0.28
O 2.3586 4.0596 0.8612 -0.13 0.00 0.09
C 1.9983 2.8077 0.7852 0.08 -0.83 0.94
C 2.5134 1.7654 1.5628 -0.24 0.28 -0.56
C 2.0949 0.4717 1.2655 -0.86 0.16 -0.47
N 1.0175 0.1990 0.4864 0.40 0.58 0.29
C 0.4222 1.1711 -0.1618 -0.27 -0.18 -0.19
Br -2.8405 1.1146 -1.0991 -0.15 -0.02 -0.33
C 1.0799 2.5126 -0.3146 -0.64 -0.56 0.18
H 2.9912 4.1850 1.5741 0.37 0.26 0.27
H 3.2615 1.9298 2.3161 0.25 0.09 0.11
H 2.5546 -0.4018 1.6766 0.43 -0.21 0.45
H 0.3155 3.2803 -0.4621 0.23 -0.06 0.06
```
Forces are in eV/Å.

Output
- Spin multiplicity: 3
- Energy above the lowest of the compared OMol25 structures with the same formula, charge and spin: 326.6 kJ/mol
- Net charge: +1
- E_LUMO (alpha / beta): -0.1864 / -0.1910 Eh
- Molecular weight: 491.24 g/mol
- Total energy: -4718.80463 Ha

***

# 3
# C2H7N2

A gas-phase ion, C2H7N2 (charge +1) (the ωB97M-V functional and the def2-TZVPD basis, the OMol25 dataset).

```
11
Properties=species:S:1:pos:R:3:forces:R:3
C 0.3708 0.0060 0.5226 0.67 1.33 0.36
C -0.2253 0.0082 -0.6924 -1.03 -1.84 0.89
N 0.4013 0.0302 -1.8863 -3.40 -2.43 -3.24
N -0.4273 0.0114 1.8413 -1.89 0.31 -3.06
H 1.4634 0.0541 0.6319 -0.74 0.27 0.28
H -1.2905 -0.3939 -0.7440 1.12 1.07 0.02
H -0.2060 -0.4817 -2.7115 2.34 2.11 2.80
H 1.1480 0.5872 -2.2352 0.57 0.35 0.47
H -0.6997 0.9159 2.3396 0.09 -1.08 -1.47
H 0.1484 -0.4328 2.4864 1.10 -1.54 1.60
H -1.2550 -0.6252 1.5669 1.16 1.44 1.36
```
Forces are in eV/Å.

Output
- Spin multiplicity: 1
- Energy above the lowest of the compared OMol25 structures with the same formula, charge and spin: 201.4 kJ/mol
- Structure (SMILES): N/C=C/[NH3+]
- Net charge: +1
- E_LUMO: -0.1370 Eh
- Molecular weight: 59.09 g/mol
- Total energy: -189.60366 Ha

***

# 4
# C7H13FN4O2

A single C7H13FN4O2 molecule (the ωB97M-V functional and the def2-TZVPD basis, the OMol25 dataset).

```
27
Properties=species:S:1:pos:R:3:forces:R:3
O 0.9716 3.0131 -0.7848 1.58 -0.88 0.47
F 1.9374 3.4662 2.5726 0.48 0.21 -0.07
N -2.7476 -3.4468 -0.7184 1.57 0.82 1.94
O 2.9252 1.8897 -0.8089 -0.03 0.60 -0.12
C 1.7655 2.2454 -0.2444 -3.09 1.29 -0.06
C -2.2232 -2.5930 -1.5295 -1.46 -2.37 1.86
C 0.2033 -0.4682 0.2844 0.18 1.39 0.61
C 0.1168 0.6979 0.9785 0.23 -1.82 -1.64
N -2.7477 -2.5197 -2.7357 -0.39 1.28 -3.94
N -1.1986 -1.7802 -1.2503 1.05 0.07 1.52
N 2.4368 0.7996 1.6992 -0.29 -0.22 -0.47
C -0.9055 -1.4591 0.1621 -0.32 0.21 -0.22
C 0.8920 2.6792 2.1627 -0.34 -0.42 -0.52
C 1.3312 1.6096 1.1290 1.27 -0.81 0.70
H -3.5537 -3.9150 -1.0739 -0.37 -0.18 -0.44
H 3.0083 2.4848 -1.5967 -0.10 -0.68 0.64
H 1.1368 -0.7389 -0.2155 -0.08 0.10 0.07
H -0.8379 0.9427 1.4545 0.40 0.18 -0.09
H -2.2665 -2.0004 -3.4802 -0.59 -0.64 0.43
H -3.3212 -3.3131 -2.9747 0.21 0.35 -0.45
H -0.9651 -1.1330 -1.9649 0.26 0.70 -0.15
H 3.2582 1.3956 1.8080 -0.11 -0.39 -0.15
H 2.6442 -0.0035 1.0642 -0.02 1.15 0.85
H -1.7872 -0.9825 0.6023 -0.10 -0.40 0.16
H -0.6730 -2.3889 0.7173 -0.21 0.42 -0.42
H 0.1434 3.3047 1.6752 -0.01 0.15 0.06
H 0.4563 2.2137 3.0680 0.31 -0.08 -0.60
```
Forces are in eV/Å.

Output
- Spin multiplicity: 1
- Energy above the lowest of the compared OMol25 structures with the same formula, charge and spin: 0.0 kJ/mol
- Structure (SMILES): [H]/N=C(\N)NC/C=C/[C@](N)(CF)C(=O)O
- E_LUMO: 0.0157 Eh
- Molecular weight: 204.21 g/mol
- Total energy: -743.88231 Ha

***

# 5
# C5H4LiO7

A molecular structure, C5H4LiO7 (the ωB97M-V functional and the def2-TZVPD basis, the OMol25 dataset).

```
17
Properties=species:S:1:pos:R:3:forces:R:3
O -2.6154 -0.8287 2.6424 0.24 -1.04 0.95
C -2.4278 0.3109 2.2350 -1.21 -0.15 -2.19
O -3.0078 1.3599 2.2514 1.49 -0.57 0.24
O 1.8215 -0.5905 -0.4684 0.29 -0.45 -0.74
C 1.6897 -0.1896 -1.8149 0.03 -0.07 0.27
C 0.5570 0.8354 -1.7718 -0.04 0.11 0.23
O 0.6666 1.3557 -0.4709 -0.20 0.38 -0.68
C 1.0267 0.2707 0.3998 0.63 0.42 1.22
H 2.6299 0.2677 -2.1637 -0.13 -0.05 0.02
H 1.4572 -1.0522 -2.4555 0.04 0.08 0.04
H -0.4268 0.3551 -1.9243 0.11 0.02 -0.02
H 0.6683 1.6461 -2.5019 -0.03 -0.12 0.12
Li -1.8730 -2.3201 1.7184 0.50 0.95 0.19
O -0.2044 -1.7294 1.0675 -0.59 -1.19 0.17
O 1.6168 0.6338 1.4806 -0.69 -0.45 -0.67
O -1.3237 0.2021 0.9773 -0.58 1.32 0.28
C -0.2547 -0.5270 0.7990 0.16 0.81 0.56
```
Forces are in eV/Å.

Output
- Spin multiplicity: 1
- Energy above the lowest of the compared OMol25 structures with the same formula, charge and spin: 79.3 kJ/mol
- Net charge: -1
- E_LUMO: 0.0696 Eh
- Molecular weight: 183.02 g/mol
- Total energy: -727.25915 Ha

***

# 6
# C23H18Cl2N6O2PdSe

A molecular structure, C23H18Cl2N6O2PdSe (the ωB97M-V functional and the def2-TZVPD basis, the OMol25 dataset).

```
53
Properties=species:S:1:pos:R:3:forces:R:3
Pd -0.0982 0.0502 -0.0019 0.75 -0.48 0.04
Cl 6.1265 -2.9109 -1.4060 -0.02 0.01 0.00
C 4.7908 -2.1984 -0.5765 0.07 -0.01 0.09
C 3.6886 -1.8361 -1.2798 -0.15 0.08 -0.01
C 2.5469 -1.2389 -0.6593 0.13 -0.02 0.11
N 1.4281 -0.8530 -1.3100 0.00 0.06 -0.14
C 1.3092 -1.0447 -2.6726 -0.04 0.01 0.09
O 2.1071 -1.6006 -3.4102 0.06 -0.08 0.00
C 0.0648 -0.5114 -3.3464 0.00 0.04 0.06
C -0.0405 -0.7423 -4.7158 -0.01 0.00 -0.02
C -1.1374 -0.2502 -5.3934 0.01 -0.01 -0.05
C -2.0878 0.4604 -4.6811 -0.04 0.03 0.03
C -1.8994 0.6355 -3.3211 0.05 -0.02 0.09
N -0.8494 0.1587 -2.6539 0.01 -0.02 0.03
C 2.6039 -1.0225 0.7900 0.12 -0.08 -0.11
C 3.7926 -1.4309 1.4715 -0.20 0.08 0.03
C 4.8428 -1.9945 0.8239 0.07 -0.06 -0.07
Cl 6.2404 -2.4590 1.7245 -0.02 0.00 0.00
N 1.5254 -0.4718 1.3844 0.01 0.02 0.07
C 1.4986 -0.2474 2.7455 -0.10 -0.06 -0.07
O 2.4061 -0.4111 3.5449 0.13 0.05 -0.06
C 0.1837 0.2226 3.3256 -0.01 -0.05 -0.04
C 0.1619 0.4862 4.6927 -0.02 0.02 0.00
C -1.0304 0.8597 5.2794 0.01 0.01 0.04
C -2.1603 0.9458 4.4833 -0.01 -0.01 -0.03
C -2.0395 0.6684 3.1325 0.03 -0.06 0.02
N -0.8923 0.3204 2.5527 0.01 0.03 0.00
H 3.6782 -2.0056 -2.3379 -0.01 0.00 -0.02
H 0.7422 -1.2962 -5.2106 -0.01 0.01 0.00
H -1.2454 -0.4138 -6.4579 -0.01 0.00 0.00
H -2.9634 0.8746 -5.1623 0.00 0.00 0.00
H -2.6193 1.1794 -2.7254 -0.04 0.03 0.05
H 3.8615 -1.2883 2.5315 -0.02 0.03 0.05
H 1.0759 0.3831 5.2568 0.00 0.00 -0.01
H -1.0788 1.0707 6.3400 0.00 0.01 0.00
H -3.1218 1.2241 4.8930 -0.01 -0.01 0.01
H -2.8936 0.7314 2.4716 -0.01 0.01 0.02
C -3.3106 4.4020 -0.0908 -0.02 -0.04 0.01
N -4.3551 3.3946 -0.0967 0.00 0.08 0.00
C -5.7161 3.6353 -0.1197 -0.01 -0.06 0.00
C -6.3298 2.4355 -0.1179 0.03 0.04 0.00
N -5.3377 1.4727 -0.0944 -0.06 -0.06 0.01
C -5.5442 0.0363 -0.0819 0.02 0.06 -0.01
C -4.1181 2.0616 -0.0809 0.01 0.04 -0.03
Se -2.4843 1.2281 -0.0465 -0.72 0.42 -0.17
H -3.7830 5.3808 -0.1065 0.02 0.01 0.00
H -2.6705 4.2796 -0.9627 0.00 0.00 0.00
H -2.6967 4.2953 0.8018 0.00 0.00 0.00
H -6.1213 4.6303 -0.1349 0.00 0.01 0.00
H -7.3737 2.1816 -0.1313 -0.01 -0.01 0.00
H -6.6144 -0.1527 -0.0965 0.00 -0.02 0.00
H -5.0988 -0.3965 0.8122 0.00 -0.01 0.00
H -5.0711 -0.4155 -0.9520 0.00 0.00 0.00
```
Forces are in eV/Å.

Output
- Spin multiplicity: 3
- E_LUMO (alpha / beta): 0.0087 / -0.0701 Eh
- Molecular weight: 666.72 g/mol
- Total energy: -4815.96961 Ha

***

# 7
# C21H48GdINO2P3

A molecular structure, C21H48GdINO2P3 (the ωB97M-V functional and the def2-TZVPD basis, the OMol25 dataset).

```
77
Properties=species:S:1:pos:R:3:forces:R:3
C -0.1432 0.2375 -6.7856 0.11 -1.88 -0.34
C -0.1286 0.5286 -5.3787 -0.24 7.17 3.28
H -0.1345 1.1698 -7.3882 0.00 -0.11 0.71
H -1.0475 -0.3660 -6.9884 0.26 0.11 -0.08
H 0.7434 -0.3873 -7.0032 -0.29 0.12 -0.11
O -0.1503 1.3528 -4.5325 0.22 -6.05 -4.96
I -0.0223 -3.2534 -2.1025 0.05 -0.28 -0.69
Gd -0.0359 -0.4271 -1.6905 -0.04 -0.65 2.10
P 2.6070 0.4144 -2.3517 1.37 -0.15 0.36
C 3.5338 1.7202 -1.4621 -0.18 0.23 0.14
C 3.5628 -1.1013 -1.9214 -0.18 -0.07 0.00
H 4.6371 -0.8850 -2.0086 -0.28 -0.12 0.01
H 4.2856 0.6310 -4.0957 -0.34 0.06 -0.09
H 3.2812 -1.9155 -2.6024 0.13 0.16 0.14
H 2.7640 -0.0555 -4.7285 0.16 -0.01 0.02
H 3.2691 1.7327 -0.3957 0.07 -0.02 -0.34
H 3.3363 -1.4356 -0.8995 0.07 0.14 -0.27
C 3.1884 0.6996 -4.0564 -0.06 0.07 -0.24
H 4.6177 1.5595 -1.5600 -0.33 0.02 -0.04
H 2.8698 1.6917 -4.3951 0.16 -0.08 0.01
H 3.2756 2.6959 -1.8949 0.09 -0.16 0.15
P -2.7814 0.3515 -2.1081 -1.22 -0.14 0.50
C -3.6378 1.6786 -1.1776 0.19 0.16 0.05
C -3.4118 0.6762 -3.7894 0.09 0.02 -0.22
H -3.3314 -2.0193 -2.1451 -0.21 0.18 0.13
H -4.8011 -0.9927 -1.9403 0.26 -0.11 0.11
H -3.7044 -1.3123 -0.5564 0.02 0.09 -0.33
C -3.7532 -1.1383 -1.6407 0.13 -0.07 -0.08
H -3.1396 -0.1503 -4.4576 -0.12 0.08 0.05
H -4.5072 0.7608 -3.7554 0.32 0.02 -0.15
H -4.6908 1.7440 -1.4904 0.32 -0.05 0.06
H -3.1368 2.6350 -1.3879 -0.24 -0.17 0.16
H -2.9803 1.6102 -4.1720 -0.23 -0.10 0.02
H -3.5948 1.4866 -0.0960 0.05 0.05 -0.38
C -0.1996 2.0739 -2.3574 -0.49 4.86 0.14
O -0.3341 3.1905 -2.6262 0.45 -3.64 1.04
C 2.8640 -0.1026 1.7774 0.19 -0.07 -0.11
C 1.6681 0.4258 2.5854 0.10 -0.03 0.26
C 1.9128 0.1380 4.0770 0.29 0.19 0.17
C 1.6343 1.9484 2.3632 0.16 0.16 0.07
P 0.0926 -0.3461 1.9523 -0.06 -0.32 -0.70
N 0.0838 -0.2584 0.3547 0.08 0.44 -1.05
C -0.0010 -2.1354 2.4769 -0.26 -0.05 0.50
C -0.4210 -2.2902 3.9527 0.09 -0.32 0.18
C -1.0344 -2.8835 1.6235 -0.07 -0.10 -0.43
C 1.3420 -2.8516 2.2447 0.00 -0.11 0.04
C -1.3874 0.6102 2.5821 0.16 0.14 0.28
C -2.6733 -0.1804 2.2991 -0.26 0.06 0.05
C -1.3048 0.9231 4.0878 -0.37 0.11 0.03
C -1.5006 1.9411 1.8168 -0.09 0.17 -0.12
H 3.7287 0.5550 1.9549 -0.22 -0.17 -0.01
H 2.6371 -0.0911 0.7059 0.03 -0.01 0.20
H 3.1595 -1.1150 2.0622 -0.05 0.26 -0.11
H 2.8073 0.7116 4.3679 -0.22 -0.20 0.03
H 1.0885 0.4685 4.7189 0.32 -0.15 -0.16
H 2.1216 -0.9201 4.2786 -0.05 0.33 -0.08
H 1.3627 2.1968 1.3283 -0.03 -0.01 0.24
H 0.9687 2.4671 3.0626 0.16 -0.14 -0.25
H 2.6480 2.3402 2.5440 -0.29 -0.11 -0.02
H -1.4596 -1.9736 4.1278 0.41 -0.16 -0.05
H -0.3626 -3.3665 4.1908 -0.05 0.38 0.02
H 0.2372 -1.7564 4.6505 -0.25 -0.22 -0.19
H -2.0594 -2.5345 1.7744 0.26 -0.15 -0.05
H -0.7858 -2.8079 0.5538 -0.15 -0.04 0.47
H -0.9952 -3.9498 1.9007 -0.04 0.34 -0.07
H 1.6962 -2.7137 1.2157 -0.01 0.01 0.19
H 2.1166 -2.5471 2.9547 -0.16 -0.08 -0.18
H 1.1769 -3.9296 2.3889 0.03 0.28 -0.01
H -2.7765 -1.0698 2.9300 0.01 0.24 -0.26
H -3.5305 0.4707 2.5271 0.20 -0.13 -0.02
H -2.7483 -0.4610 1.2389 0.08 -0.02 0.27
H -0.5053 1.6333 4.3269 -0.25 -0.19 -0.07
H -2.2570 1.3994 4.3601 0.21 -0.06 0.08
H -1.1943 0.0262 4.7050 -0.02 0.29 -0.11
H -0.7996 2.6980 2.1808 -0.22 -0.20 -0.17
H -1.3381 1.7893 0.7418 -0.01 0.07 0.22
H -2.5168 2.3401 1.9574 0.26 -0.08 0.03
```
Forces are in eV/Å.

Output
- Spin multiplicity: 8
- Net charge: +2
- E_LUMO (alpha / beta): -0.3698 / -0.3707 Eh
- Molecular weight: 723.70 g/mol
- Total energy: -3121.03183 Ha

***

# 8
# C6H10NaO4

A molecular structure, C6H10NaO4 (the ωB97M-V functional and the def2-TZVPD basis, the OMol25 dataset).

```
21
Properties=species:S:1:pos:R:3:forces:R:3
O -4.4055 -1.0577 -0.7040 -0.60 -1.55 0.41
C -3.6527 -1.1787 0.2575 0.12 3.65 -1.52
O -3.6295 -0.5153 1.3244 0.04 -0.37 0.98
Na -1.4683 0.2849 1.2833 -0.59 -0.56 -0.08
O -2.3705 -1.6633 -0.0165 1.35 -1.19 0.50
C -2.2447 -2.7850 -0.8696 -0.04 0.01 -0.34
H -1.1919 -3.0841 -0.8257 -0.22 -0.05 -0.04
H -2.8812 -3.6084 -0.5212 0.16 0.13 -0.10
H -2.5137 -2.5370 -1.9046 -0.02 -0.04 0.22
C 1.5647 1.1731 1.2134 -1.70 2.25 1.68
H 1.6145 2.2738 1.5560 0.57 -0.90 -1.53
H 1.1049 0.7368 3.4108 0.10 0.30 -0.52
C 1.1744 0.6118 2.3310 -0.01 -1.59 -0.20
C 1.6743 0.7082 -0.2066 -0.01 -0.66 -0.45
C 2.7717 1.4932 -0.9202 0.37 -0.74 -0.03
O 2.2715 2.8132 -1.0479 0.06 0.10 0.04
H 1.6928 -0.3893 -0.1915 1.16 0.08 0.05
H 0.8615 0.7709 -0.9498 -0.70 0.94 0.99
H 2.9239 1.0418 -1.9138 0.18 0.19 0.27
H 3.7116 1.4690 -0.3457 -0.21 0.02 -0.26
H 2.9922 3.4420 -0.9591 0.00 -0.02 -0.08
```
Forces are in eV/Å.

Output
- Spin multiplicity: 2
- E_LUMO (alpha / beta): -0.0100 / -0.0456 Eh
- Molecular weight: 169.13 g/mol
- Total energy: -697.77279 Ha